Entry 1:
# C40H102N6O16

8 unconnected molecules or ions with the total composition C40H102N6O16 in a non-equilibrium geometry (ωB97M-V/def2-TZVPD, the OMol25 dataset).

Output
- E_HOMO: -8.43 eV
- LUMO energy: 0.0224 hartree
- Structure (SMILES): COCCNCCOC.COCCNCCOC.COCCNCCOC.COCCNCCOC.COCCNCCOC.COCCNCCOC.OCCO.OCCO
- Orbital gap: 9.043 eV
- Energy relative to the best compared isomer or geometry (same formula, charge and spin): 0.5895 eV

```
! wB97M-V def2-TZVPD RIJCOSX def2/J DEFGRID3
* xyz 0 1
C -2.181 5.681 -2.098
O -1.872 6.036 -0.788
C -2.488 5.075 0.097
C -1.605 5.163 1.311
N -1.849 4.172 2.350
C -2.935 4.427 3.244
C -3.300 3.195 4.049
O -2.174 2.836 4.914
C -2.560 2.081 6.021
H -2.050 4.603 -2.359
H -1.511 6.142 -2.789
H -3.164 5.992 -2.389
H -2.349 4.126 -0.359
H -3.568 5.224 0.263
H -1.643 6.163 1.659
H -0.627 4.945 0.923
H -1.015 4.159 2.906
H -3.847 4.697 2.658
H -2.755 5.274 3.908
H -3.553 2.351 3.386
H -4.197 3.376 4.625
H -3.335 2.550 6.615
H -1.552 2.007 6.466
H -2.826 1.046 5.787
C 2.463 -4.343 1.126
O 1.247 -4.985 1.540
C 0.178 -4.002 1.857
C -1.205 -4.660 1.792
N -1.616 -5.210 0.528
C -1.860 -4.145 -0.485
C -2.145 -4.634 -1.878
O -0.964 -5.135 -2.482
C -0.243 -4.027 -3.202
H 2.356 -3.601 0.337
H 3.098 -5.065 0.692
H 2.955 -3.955 1.998
H 0.294 -3.091 1.266
H 0.337 -3.713 2.951
H -1.954 -3.983 2.193
H -1.142 -5.469 2.543
H -0.781 -5.679 0.113
H -1.018 -3.450 -0.507
H -2.699 -3.573 -0.147
H -2.647 -3.944 -2.543
H -2.875 -5.396 -1.840
H -0.833 -3.173 -3.421
H 0.207 -4.497 -4.079
H 0.538 -3.713 -2.488
C 1.053 3.879 -1.919
O 2.037 2.926 -2.365
C 3.019 2.662 -1.388
C 4.031 1.625 -1.934
N 3.420 0.345 -2.165
C 4.294 -0.848 -2.385
C 3.529 -2.104 -2.765
O 4.036 -3.291 -2.234
C 3.504 -4.443 -2.838
H 0.329 3.959 -2.734
H 1.519 4.817 -1.776
H 0.518 3.554 -1.022
H 2.580 2.296 -0.457
H 3.426 3.661 -1.075
H 4.826 1.468 -1.217
H 4.435 2.104 -2.821
H 2.739 0.401 -2.884
H 4.949 -0.996 -1.491
H 5.076 -0.647 -3.218
H 3.437 -2.068 -3.856
H 2.436 -2.035 -2.458
H 4.315 -5.230 -2.804
H 3.244 -4.369 -3.910
H 2.651 -4.787 -2.219
C 3.371 0.178 2.393
O 2.914 1.159 3.327
C 2.459 0.543 4.524
C 1.287 1.366 5.075
N 1.485 2.681 5.697
C 2.234 3.718 5.076
C 1.645 4.147 3.762
O 2.407 5.196 3.234
C 2.182 5.609 1.937
H 2.539 -0.505 2.144
H 4.234 -0.273 2.766
H 3.711 0.752 1.544
H 3.319 0.421 5.223
H 2.060 -0.463 4.274
H 0.796 0.769 5.838
H 0.529 1.461 4.257
H 1.662 2.694 6.670
H 3.257 3.398 4.807
H 2.124 4.619 5.757
H 0.659 4.546 3.856
H 1.631 3.357 3.054
H 2.314 4.807 1.168
H 2.860 6.377 1.731
H 1.216 6.109 1.769
C -5.312 -4.925 1.203
O -5.124 -3.563 1.588
C -5.693 -2.557 0.781
C -5.336 -1.249 1.422
N -3.882 -1.228 1.794
C -3.505 -0.130 2.643
C -2.293 -0.624 3.469
O -2.624 -1.577 4.420
C -1.530 -1.804 5.283
H -6.283 -5.374 1.546
H -4.461 -5.464 1.641
H -5.227 -5.100 0.116
H -6.784 -2.628 0.852
H -5.265 -2.705 -0.226
H -5.899 -1.016 2.302
H -5.680 -0.499 0.690
H -3.810 -2.111 2.302
H -4.301 0.183 3.304
H -3.184 0.684 2.001
H -1.922 0.246 3.987
H -1.486 -0.957 2.795
H -1.329 -0.973 5.962
H -0.612 -2.094 4.755
H -1.740 -2.720 5.861
C -0.257 -0.078 -3.544
O 0.853 -0.584 -4.340
C 0.524 -1.012 -5.609
C 1.632 -1.523 -6.420
N 2.598 -0.452 -6.739
C 3.643 -0.940 -7.655
C 4.596 -1.961 -7.055
O 5.314 -1.252 -5.981
C 6.303 -2.054 -5.303
H -0.869 0.592 -4.131
H 0.208 0.428 -2.673
H -0.898 -0.881 -3.158
H -0.055 -0.221 -6.117
H -0.216 -1.826 -5.561
H 1.240 -1.892 -7.373
H 2.038 -2.398 -5.935
H 2.970 -0.120 -5.892
H 4.357 -0.174 -7.933
H 3.293 -1.338 -8.624
H 5.284 -2.351 -7.772
H 4.227 -2.888 -6.677
H 5.896 -2.418 -4.342
H 7.222 -1.455 -5.231
H 6.527 -2.977 -5.874
O -2.648 2.114 -1.391
C -3.755 1.269 -1.125
C -3.569 -0.167 -1.453
O -2.653 -0.816 -0.661
H -2.104 2.004 -0.592
H -4.080 1.374 -0.099
H -4.599 1.642 -1.756
H -3.186 -0.234 -2.481
H -4.549 -0.728 -1.513
H -3.059 -0.851 0.214
O -1.195 1.773 1.197
C 0.166 1.387 1.364
C 0.585 0.455 0.248
O -0.133 -0.791 0.383
H -1.512 2.558 1.730
H 0.833 2.215 1.338
H 0.268 0.763 2.278
H 1.657 0.281 0.283
H 0.376 0.946 -0.702
H -1.026 -0.664 -0.029
*
```

***

Entry 2:
# H24O12

12 unconnected molecules or ions with the total composition H24O12 in a non-equilibrium geometry (ωB97M-V/def2-TZVPD, the OMol25 dataset).

Output
- E_HOMO: -10.83 eV
- LUMO energy: -0.0154 hartree
- Structure (SMILES): O.O.O.O.O.O.O.O.O.O.O.O
- Orbital gap: 10.415 eV
- Energy relative to the best compared isomer or geometry (same formula, charge and spin): 2.6364 eV

```
! wB97M-V def2-TZVPD RIJCOSX def2/J DEFGRID3
* xyz 0 1
O 8.005 -10.181 -0.643
H 7.137 -9.790 -0.522
H 8.651 -9.534 -0.223
O 5.928 -15.958 -0.029
H 5.844 -15.994 0.943
H 5.300 -16.634 -0.181
O 8.465 -14.736 0.804
H 7.608 -15.136 0.764
H 9.146 -15.402 0.898
O 6.132 -12.689 0.680
H 6.532 -11.948 1.047
H 6.684 -13.096 0.009
O 7.573 -10.714 2.004
H 8.081 -10.757 1.236
H 7.774 -11.529 2.494
O 4.108 -10.827 -0.201
H 3.421 -11.350 -0.555
H 4.815 -11.475 -0.198
O 5.923 -8.680 2.667
H 6.685 -8.135 2.580
H 6.398 -9.508 2.764
O 7.555 -13.001 -1.523
H 6.911 -12.693 -2.136
H 7.695 -12.206 -1.084
O 4.571 -12.308 3.309
H 4.708 -12.984 2.688
H 4.094 -11.668 2.816
O 8.445 -16.094 -1.488
H 7.607 -16.535 -1.251
H 8.309 -15.385 -0.853
O 3.738 -14.098 0.965
H 4.621 -13.784 0.766
H 3.508 -14.704 0.227
O 5.517 -14.965 -2.805
H 5.792 -15.101 -1.890
H 5.046 -15.765 -2.999
*
```

***

Entry 3:
# C8H12

A single C8H12 molecule in a non-equilibrium geometry (ωB97M-V/def2-TZVPD, the OMol25 dataset).

Output
- E_HOMO: -8.16 eV
- LUMO energy: 0.0393 hartree
- Structure (SMILES): C=C1C[C@H](C)[C@H]2C[C@H]12
- Orbital gap: 9.233 eV
- Energy relative to the best compared isomer or geometry (same formula, charge and spin): 6.9741 eV

```
! wB97M-V def2-TZVPD RIJCOSX def2/J DEFGRID3
* xyz 0 1
C 2.669 -0.909 -0.306
C 1.348 -0.443 -0.084
C 0.036 -1.284 0.216
C -1.059 -0.260 0.444
C -2.300 -0.460 -0.201
C -0.411 0.860 -0.208
C 0.277 2.293 -0.177
C 1.074 1.127 0.382
H 3.630 -0.187 -0.031
H 2.672 -2.057 -0.360
H -0.360 -1.841 -0.793
H 0.486 -1.888 1.059
H -1.162 -0.011 1.482
H -3.012 -1.390 0.321
H -2.152 -1.129 -1.237
H -3.080 0.346 -0.513
H -0.415 0.594 -1.295
H 0.320 2.720 0.859
H 0.496 3.034 -0.959
H 0.945 0.884 1.400
*
```

***

Entry 4:
# C3H7ClSi

A molecular structure, C3H7ClSi in a non-equilibrium geometry (ωB97M-V/def2-TZVPD, the OMol25 dataset).

Output
- E_HOMO: -8.77 eV
- LUMO energy: 0.0174 hartree
- Orbital gap: 9.247 eV
- Energy relative to the best compared isomer or geometry (same formula, charge and spin): 3.4716 eV

```
! wB97M-V def2-TZVPD RIJCOSX def2/J DEFGRID3
* xyz 0 1
C -0.241 0.056 -1.442
C 0.097 0.668 -0.095
C 1.169 -0.072 -0.865
Si -0.862 -0.441 1.884
Cl 2.506 0.876 -1.536
H -0.546 -0.896 -1.644
H -0.520 0.777 -2.145
H 0.056 1.810 -0.146
H 1.496 -1.060 -0.683
H -0.569 0.704 2.756
H -0.273 -1.735 2.259
H -2.312 -0.686 1.658
*
```

***

Which value of LUMO energy does entry 4 give? 0.0174 hartree

***

The lowest orbital gap belongs to which entry? C40H102N6O16

***

energy relative to the best compared isomer or geometry (same formula, charge and spin) of number 1 (C40H102N6O16)? 0.5895 eV

***

Which of these has the lowest energy relative to the best compared isomer or geometry (same formula, charge and spin)? C40H102N6O16